[1]
The following is a quantum chemistry calculation of an isolated molecule of C4H8FN at a distorted geometry, from the OMol25 dataset.

Geometry as XYZ:
```
14
Properties=species:S:1:pos:R:3:forces:R:3:nbo_charge:R:1
N 0.9008 -0.6805 -2.1923 -2.26 -0.95 0.33 -0.84
C 0.8839 -0.2961 -0.7901 0.71 -2.57 1.07 -0.20
C -0.4254 0.1412 -0.1759 -0.94 -0.84 -1.45 -0.45
C -0.4164 0.9153 1.0631 -0.48 0.14 2.36 -0.30
C -1.1782 0.5055 2.0739 -0.31 -2.22 -0.59 0.25
F -1.3522 1.1813 3.1922 0.18 0.96 0.99 -0.33
H 0.4389 -1.5973 -2.3768 1.18 1.08 -0.12 0.36
H 1.8408 -0.5337 -2.4911 0.22 -0.84 -0.82 0.37
H 1.2450 -1.1292 -0.0680 -0.22 0.91 -1.08 0.14
H 1.7089 0.3470 -0.8695 0.65 1.97 1.31 0.19
H -1.0551 0.6105 -0.9232 0.17 0.71 -0.41 0.22
H -1.0559 -0.7660 0.0032 0.65 0.33 0.10 0.20
H 0.1515 1.7990 1.3607 0.04 0.09 -1.00 0.22
H -1.6866 -0.4972 2.1938 0.43 1.23 -0.70 0.16
```
Forces are in eV/Å.

Calculated values
HOMO: -9.1 eV
calculated total energy: -8483.585 eV
LUMO energy: 1.08 eV
energy relative to the best compared isomer or geometry (same formula, charge and spin): 33.51 kcal per mole
Kohn-Sham gap: 10.2 eV



[2]
The following is a quantum chemistry calculation of an isolated molecule of C4H8FN at a distorted geometry, from the OMol25 dataset.

Geometry as XYZ:
```
14
Properties=species:S:1:pos:R:3:forces:R:3:nbo_charge:R:1
C -0.8386 0.9202 -1.4186 0.09 1.26 1.47 -0.36
C -0.4490 0.0665 -0.4597 0.93 1.62 1.53 -0.07
C -0.3078 0.4874 1.0732 -1.10 -1.74 -1.50 -0.23
N 0.9604 0.4280 1.6889 2.51 -0.74 0.62 -0.84
C 0.1018 -1.2692 -0.7064 -0.35 -3.34 -2.31 0.00
F 1.3683 -1.5287 -0.1224 -0.67 0.30 -0.44 -0.38
H -0.8294 0.6688 -2.4550 -0.01 -0.31 -0.57 0.20
H -1.1094 2.0137 -1.1928 0.21 -1.92 -0.14 0.20
H -0.7229 1.4532 1.1555 -0.42 1.24 0.22 0.20
H -0.9323 -0.1839 1.6810 -0.28 0.07 -0.43 0.19
H 1.6227 1.1381 1.4140 -0.24 0.32 -0.23 0.35
H 1.4942 -0.4627 1.5725 -1.21 1.09 0.14 0.38
H 0.1795 -1.5832 -1.7924 0.40 1.17 0.72 0.17
H -0.5375 -2.1482 -0.4378 0.14 0.98 0.91 0.18
```
Forces are in eV/Å.

Calculated values
HOMO: -9.0 eV
calculated total energy: -8483.785 eV
LUMO energy: 0.99 eV
energy relative to the best compared isomer or geometry (same formula, charge and spin): 28.88 kcal per mole
Kohn-Sham gap: 9.9 eV



[3]
The following is a quantum chemistry calculation of an isolated molecule of C4H8FN at a distorted geometry, from the OMol25 dataset.

Geometry as XYZ:
```
14
Properties=species:S:1:pos:R:3:forces:R:3:nbo_charge:R:1
F -1.9517 -1.3469 -1.6293 -0.48 -0.26 -0.47 -0.37
C -1.0359 -1.3547 -0.6053 0.56 0.98 -0.14 0.07
C -0.8622 0.0574 -0.0836 -0.36 -1.27 0.49 -0.45
C 0.3677 0.1435 0.7325 1.48 0.26 -0.52 -0.07
C 1.6735 0.7337 0.1289 -1.52 -0.96 1.42 -0.28
N 0.7745 1.4800 1.0645 0.81 0.52 0.04 -0.57
H -1.3976 -2.0062 0.1786 0.07 -0.39 0.11 0.16
H -0.0630 -1.6522 -0.9995 -0.12 -0.52 -0.06 0.16
H -1.7310 0.2967 0.5285 -0.10 0.36 -0.03 0.21
H -0.7479 0.7479 -0.8829 -0.27 0.57 -0.95 0.21
H 0.4522 -0.6313 1.4967 0.24 0.40 0.14 0.20
H 2.6535 0.3691 0.4617 -0.58 0.41 0.33 0.20
H 1.6708 1.0465 -0.8842 -0.22 0.13 -0.86 0.19
H 0.1970 2.1165 0.4936 0.49 -0.24 0.50 0.34
```
Forces are in eV/Å.

Calculated values
HOMO: -9.4 eV
calculated total energy: -8483.798 eV
LUMO energy: 1.15 eV
energy relative to the best compared isomer or geometry (same formula, charge and spin): 28.58 kcal per mole
Kohn-Sham gap: 10.6 eV



> calculated total energy of number 1 (C4H8FN)?

-8483.585 eV